No. 1
Entry from the Open Molecules 2025 dataset: a molecular structure, C29H33GaGdI2O4PS2 (ωB97M-V with the def2-TZVPD basis set).

As for the spin multiplicity: 8. As for the total charge: +4. The total energy comes out at -159125.3394 eV. The calculation puts the LUMO energy (alpha / beta) at -12.6 / -15.8 eV. As for the expectation value of S²: 16.1436. The strongest force on any atom comes out at 7.8 eV/A. Its HOMO energy (alpha / beta) is -17.66 / -17.66 eV.

Each line ends with the Mulliken charge.
Element x y z (Å)
I (-0.849, 6.232, 0.143)  0.007
I (-3.450, 6.036, -0.338)  0.043
Ga (-3.972, 1.064, -0.214)  0.235
Gd (-0.185, 1.305, 0.683)  -0.011
S (-2.606, 1.090, 1.745)  -0.012
S (-1.841, 0.959, -1.357)  0.058
C (0.132, 0.163, 2.934)  0.180
C (-3.315, 1.961, 3.260)  1.542
C (-1.423, 1.585, -3.082)  1.737
C (-4.646, 2.602, 2.869)  -1.502
C (-3.509, 0.856, 4.305)  -1.263
C (-2.347, 3.031, 3.749)  -1.525
C (-2.551, 2.487, -3.560)  -1.649
C (-1.288, 0.330, -3.942)  -1.548
C (-0.102, 2.341, -3.036)  -1.603
C (-5.542, -0.540, 1.160)  0.083
C (-4.960, -0.682, -0.414)  0.700
O (0.209, -0.346, 3.967)  -0.104
O (-6.084, -1.430, 1.724)  -0.153
O (-5.180, -1.580, -1.194)  -0.294
H (-5.330, 1.857, 2.439)  0.291
H (-4.480, 3.402, 2.134)  0.358
H (-5.117, 3.036, 3.770)  0.511
H (-4.155, 0.061, 3.908)  0.298
H (-3.984, 1.261, 5.215)  0.452
H (-2.544, 0.406, 4.584)  0.253
H (-1.375, 2.617, 4.042)  0.348
H (-2.768, 3.540, 4.640)  0.438
H (-2.175, 3.789, 2.970)  0.346
H (-2.327, 2.843, -4.576)  0.477
H (-2.644, 3.359, -2.908)  0.357
H (-3.508, 1.953, -3.585)  0.416
H (-1.060, 0.583, -4.982)  0.498
H (-2.218, -0.250, -3.941)  0.408
H (-0.486, -0.329, -3.580)  0.210
H (0.170, 2.666, -4.052)  0.502
H (0.723, 1.719, -2.650)  0.240
H (-0.187, 3.245, -2.421)  0.353
O (0.976, -0.183, -0.343)  0.862
P (2.164, -1.194, -0.356)  1.657
C (1.769, -2.431, 0.873)  0.547
C (2.118, -2.219, 2.210)  -0.854
C (1.710, -3.109, 3.201)  -0.594
C (0.939, -4.229, 2.867)  -0.571
C (0.512, -4.409, 1.542)  -0.791
C (0.911, -3.503, 0.546)  -0.216
C (2.235, -1.932, -1.972)  0.794
C (3.467, -2.121, -2.622)  -0.558
C (3.508, -2.800, -3.844)  -0.747
C (2.322, -3.284, -4.422)  -0.623
C (1.086, -3.027, -3.808)  -0.778
C (1.039, -2.344, -2.585)  -0.883
C (3.651, -0.316, 0.069)  0.390
C (3.729, 1.068, -0.161)  -0.320
C (4.865, 1.784, 0.221)  -0.854
C (5.967, 1.127, 0.783)  -0.570
C (5.903, -0.257, 1.007)  -0.857
C (4.748, -0.978, 0.667)  -0.192
H (2.727, -1.350, 2.478)  0.797
H (2.008, -2.946, 4.243)  0.548
H (0.651, -4.958, 3.633)  0.487
H (-0.125, -5.256, 1.271)  0.521
H (0.580, -3.637, -0.484)  0.482
H (4.392, -1.727, -2.191)  0.439
H (4.458, -2.972, -4.346)  0.473
H (2.348, -3.850, -5.361)  0.453
H (0.155, -3.375, -4.254)  0.484
H (0.079, -2.115, -2.116)  0.558
H (2.877, 1.589, -0.623)  0.326
H (4.881, 2.867, 0.086)  0.464
H (6.865, 1.690, 1.044)  0.468
H (6.749, -0.771, 1.468)  0.453
H (4.713, -2.052, 0.869)  0.526

***

No. 2
Entry from the Open Molecules 2025 dataset: 2 unconnected molecules or ions with the total composition C5H13ClN3 (ωB97M-V with the def2-TZVPD basis set).

As for the total charge: +1. The total energy comes out at -22382.1744 eV. The calculation puts the LUMO energy at -2.9 eV. The value obtained for the energy relative to the best compared isomer or geometry (same formula, charge and spin) is 0.0 kcal/mol. The strongest force on any atom comes out at 0.8 eV/A. Its HOMO energy is -11.64 eV.

Each line ends with the Mulliken charge.
Element x y z (Å)
C (-1.219, -0.888, -0.790)  -0.068
C (-3.201, 0.063, 0.260)  -0.936
C (1.045, 1.650, 0.445)  -0.792
C (-0.149, -1.688, -0.829)  -0.543
C (2.343, -0.215, -0.418)  0.002
N (-1.861, -0.472, 0.329)  -0.157
N (3.034, -1.323, -0.300)  -0.249
N (1.770, 0.410, 0.565)  -0.078
Cl (0.401, -2.519, 0.613)  -0.251
H (-1.568, -0.449, -1.713)  0.348
H (-3.958, -0.722, 0.196)  0.342
H (-3.284, 0.704, -0.617)  0.333
H (-3.394, 0.662, 1.150)  0.301
H (0.024, 1.520, 0.804)  0.274
H (1.528, 2.424, 1.043)  0.322
H (1.017, 1.971, -0.593)  0.303
H (0.342, -1.998, -1.732)  0.505
H (2.305, 0.250, -1.398)  0.327
H (3.447, -1.762, -1.106)  0.239
H (3.037, -1.844, 0.567)  0.258
H (-1.668, -1.022, 1.159)  0.237
H (1.764, -0.017, 1.487)  0.284

***

No. 3
Entry from the Open Molecules 2025 dataset: 2 unconnected molecules or ions with the total composition C5H12N3S (ωB97M-V with the def2-TZVPD basis set).

As for the total charge: +1. The total energy comes out at -20677.9866 eV. The calculation puts the LUMO energy (alpha / beta) at -4.7 / -4.7 eV. The value obtained for the energy relative to the best compared isomer or geometry (same formula, charge and spin) is 20.0 kcal/mol. The strongest force on any atom comes out at 4.0 eV/A. Its HOMO energy (alpha / beta) is -12.90 / -12.90 eV.

Each line ends with the Mulliken charge.
Element x y z (Å)
C (0.804, -1.459, 0.986)  -0.728
C (1.955, -1.698, 0.251)  -0.118
C (0.191, -0.250, 0.771)  0.428
C (0.866, 0.797, -0.113)  0.554
C (1.633, 1.734, 0.705)  -1.345
N (-0.947, 0.127, 1.312)  -0.239
N (0.007, 1.396, -1.040)  -0.492
N (-1.629, -1.406, -1.341)  -0.650
S (2.299, -0.394, -0.836)  -0.102
H (0.278, -2.167, 1.555)  0.437
H (2.579, -2.646, 0.256)  0.380
H (0.962, 2.404, 1.199)  0.373
H (2.539, 2.167, 0.288)  0.434
H (2.170, 1.147, 1.474)  0.411
H (-0.961, 1.088, 1.287)  0.214
H (-1.600, -0.434, 1.788)  0.269
H (-0.592, 0.745, -1.632)  0.204
H (0.426, 2.101, -1.635)  0.291
H (-1.977, -0.988, -2.112)  0.217
H (-2.309, -1.191, -0.605)  0.227
H (-1.801, -2.366, -1.503)  0.236

***

No. 4
Entry from the Open Molecules 2025 dataset: 3 unconnected molecules or ions with the total composition C23H48BFN (ωB97M-V with the def2-TZVPD basis set).

As for the total charge: -1. The total energy comes out at -29506.2350 eV. The calculation puts the LUMO energy at 2.5 eV. The strongest force on any atom comes out at 7.5 eV/A. Its HOMO energy is -4.67 eV.

Each line ends with the Mulliken charge.
Element x y z (Å)
F (-3.323, 1.589, 0.645)  -0.402
C (-2.174, 2.496, 0.318)  -0.226
C (-1.808, 2.473, -1.313)  -0.008
C (-0.195, 2.739, -1.428)  -0.470
B (0.407, 2.741, -2.958)  0.103
C (-0.107, 1.481, -3.901)  -0.788
C (0.531, 0.074, -3.262)  -0.100
C (-0.543, -1.147, -3.149)  -0.524
C (-0.731, -1.815, -1.672)  -0.752
N (0.417, -1.626, -0.709)  0.208
C (0.024, -0.636, 0.409)  -0.175
C (1.408, -0.540, 1.282)  -0.579
C (2.512, -1.548, 0.571)  -0.250
C (1.799, -2.240, -0.732)  -0.156
H (-1.229, 2.090, 0.917)  0.172
H (-2.373, 3.588, 0.710)  0.282
H (-2.063, 1.424, -1.768)  0.005
H (-2.363, 3.376, -1.814)  0.191
H (0.352, 1.922, -0.758)  0.094
H (0.055, 3.790, -0.924)  0.077
H (1.600, 2.761, -2.852)  -0.241
H (0.078, 3.747, -3.519)  -0.262
H (-1.272, 1.428, -4.015)  0.200
H (0.407, 1.650, -4.964)  0.098
H (1.362, -0.270, -4.043)  0.312
H (1.057, 0.394, -2.270)  0.095
H (-1.623, -0.773, -3.492)  0.257
H (-0.239, -1.976, -3.939)  0.320
H (-0.826, -2.993, -1.844)  0.238
H (-1.781, -1.475, -1.237)  0.270
H (-1.021, -0.118, 0.514)  0.258
H (1.576, 0.147, 2.237)  0.230
H (3.621, -1.788, 0.855)  0.256
H (2.181, -2.989, -1.547)  0.243
C (4.412, -5.305, -2.568)  -1.294
C (4.721, -5.119, -1.090)  -0.479
C (5.742, -4.009, -0.822)  -0.431
C (7.132, -4.239, -1.426)  -0.846
C (7.829, -5.530, -0.988)  -0.370
C (8.105, -5.585, 0.507)  -1.177
H (5.299, -5.608, -3.131)  0.385
H (3.655, -6.085, -2.699)  0.356
H (4.023, -4.380, -3.004)  0.286
H (5.065, -6.068, -0.664)  0.367
H (3.790, -4.869, -0.568)  0.327
H (5.832, -3.871, 0.261)  0.328
H (5.347, -3.063, -1.213)  0.310
H (7.768, -3.384, -1.163)  0.378
H (7.060, -4.232, -2.520)  0.340
H (8.784, -5.606, -1.522)  0.363
H (7.241, -6.404, -1.286)  0.237
H (8.733, -4.745, 0.818)  0.289
H (8.631, -6.512, 0.758)  0.371
H (7.180, -5.561, 1.090)  0.279
C (-8.549, 4.134, 3.633)  -1.173
C (-7.351, 4.978, 4.044)  -0.404
C (-6.295, 5.105, 2.942)  -0.803
C (-5.641, 3.787, 2.509)  -0.293
C (-4.951, 3.002, 3.628)  -0.429
C (-3.792, 3.754, 4.262)  -1.138
H (-8.260, 3.104, 3.413)  0.283
H (-9.284, 4.106, 4.443)  0.375
H (-9.035, 4.556, 2.748)  0.286
H (-6.907, 4.566, 4.956)  0.241
H (-7.705, 5.984, 4.303)  0.355
H (-5.521, 5.804, 3.277)  0.332
H (-6.756, 5.568, 2.060)  0.393
H (-4.906, 4.008, 1.725)  0.081
H (-6.393, 3.143, 2.040)  0.333
H (-4.570, 2.063, 3.209)  0.347
H (-5.674, 2.721, 4.401)  0.319
H (-3.033, 4.003, 3.514)  0.223
H (-3.318, 3.135, 5.032)  0.376
H (-4.123, 4.680, 4.741)  0.301